No. 1
Below is a cluster of 2 separate species, C26H31BClF3O2 in total, with properties calculated with ωB97M-V/def2-TZVPD.

The calculation puts the energy above the lowest of the compared OMol25 structures with the same formula, charge and spin at 4.3418 eV. As for the orbital gap: 2.37 eV. As for the multiplicity: 1.

Structure (XYZ):
```
64
C26H31BClF3O2 | the Open Molecules 2025 dataset | ωB97M-V/def2-TZVPD
C 1.8266 -3.5174 4.6657
C 0.9900 -2.8266 3.6013
C 0.2735 -3.8940 2.7800
C -0.0597 -1.7341 4.1735
C -1.4645 -2.2524 4.4188
C 0.4879 -1.1321 5.4617
O -0.1385 -0.7563 3.1493
B 0.9479 -1.0064 2.2553
C 0.4549 -1.4813 0.7502
C 1.2205 -2.4072 0.0504
C 1.0604 -2.5475 -1.3338
C 0.1188 -1.7673 -1.9874
C 0.1785 -1.7283 -3.4852
F -1.0499 -1.9145 -4.0621
F 0.6457 -0.5049 -3.9088
F 1.0146 -2.6540 -4.0290
C -0.7870 -0.9810 -1.2669
C -0.6466 -0.8906 0.1273
C 1.7278 0.5102 1.8894
C 3.2182 0.4624 2.0908
O 1.8302 -2.0331 2.7880
H 1.1866 -4.1834 5.2546
H 2.6129 -4.1146 4.1918
H 2.3081 -2.8020 5.3391
H -0.2398 -4.6036 3.4415
H -0.4594 -3.4565 2.0950
H 1.0060 -4.4442 2.1821
H -1.4700 -2.9950 5.2267
H -2.1038 -1.4102 4.7024
H -1.8861 -2.6907 3.5103
H 0.3709 -1.8497 6.2840
H 1.5485 -0.8689 5.3615
H -0.0622 -0.2233 5.7180
H 1.9954 -3.0035 0.5290
H 1.6944 -3.2315 -1.8909
H -1.5815 -0.4493 -1.7901
H -1.3651 -0.3066 0.7130
H 1.4741 0.7283 0.8433
H 1.2628 1.2409 2.5647
H 3.6303 1.4805 2.1845
H 3.5025 -0.1264 2.9750
H 3.7111 -0.0235 1.2381
Cl -2.5218 0.1587 -7.0329
C -1.8272 0.9557 -5.6923
C -0.6333 1.6796 -5.8419
C -0.1577 2.4440 -4.7880
C -0.8972 2.5402 -3.5649
C -0.7678 3.7097 -2.7655
C -1.7484 4.1577 -1.7126
C -1.9378 5.6935 -2.0367
C -0.6738 6.0235 -2.7794
C -0.0766 4.8677 -3.2347
C -1.9016 1.5346 -3.3411
C -2.3777 0.7859 -4.4110
H -0.1074 1.6531 -6.7955
H 0.7439 3.0450 -4.9333
H -2.6962 3.6101 -1.6928
H -1.2874 4.0799 -0.7155
H -2.8003 5.7567 -2.7339
H -2.1704 6.3455 -1.1856
H -0.3892 7.0426 -3.0173
H 0.7661 4.8335 -3.9181
H -2.3332 1.4013 -2.3408
H -3.1896 0.0712 -4.2681
```

---

No. 2
Below is a cluster of 6 separate species, C26H31BrCl20N3O2S in total, with properties calculated with ωB97M-V/def2-TZVPD.

As for the charge: +1. As for the orbital gap: 8.35 eV. As for the multiplicity: 1.

Structure (XYZ):
```
84
C26H31BrCl20N3O2S | the Open Molecules 2025 dataset | ωB97M-V/def2-TZVPD
C 3.8387 4.2779 -2.6496
C 3.4219 2.8445 -2.2296
C 1.9594 2.8496 -1.7489
C 1.8748 3.8709 -0.5819
C 1.4874 1.4347 -1.3005
C 1.7906 0.4480 -2.4440
C 1.3078 0.8766 -3.8366
C 0.9624 -0.3366 -4.7087
S 2.4854 -1.2306 -5.1431
C -0.0086 1.5524 -1.0155
N -0.5754 0.4448 -0.1539
C -2.0123 0.7812 0.1858
C -2.9594 0.7510 -0.9825
C -3.6372 -0.3953 -1.3903
C -4.5075 -0.3363 -2.4659
C -4.7260 0.8498 -3.1516
C -4.0836 2.0061 -2.7268
C -3.2110 1.9450 -1.6534
O -0.5583 -0.7122 -1.0040
C -0.9993 -1.7742 -0.3729
N -1.4478 -2.6349 0.2410
C 0.3110 0.3276 1.0461
C 0.2762 1.5710 1.9687
C 0.4954 1.0622 3.3756
N 1.6526 1.1698 3.8658
C 1.7923 0.1265 0.6804
Br 2.2058 -1.6980 0.1089
O 2.2879 1.1139 -0.1567
H 4.2476 4.8566 -1.8290
H 4.5529 4.2008 -3.4665
H 2.9732 4.7854 -3.0796
H 4.0344 2.5245 -1.3892
H 3.5532 2.2349 -3.1172
H 1.3054 3.2379 -2.5316
H 1.5802 4.8431 -0.9701
H 1.1703 3.5890 0.1966
H 2.8439 3.9827 -0.1009
H 2.8625 0.2774 -2.4923
H 1.3594 -0.5318 -2.2611
H 2.0685 1.4320 -4.3861
H 0.4182 1.5139 -3.8281
H 0.5473 0.0451 -5.6407
H 0.2073 -0.9709 -4.2496
H 2.1381 -2.4889 -4.8493
H -0.5168 1.5512 -1.9765
H -0.2944 2.4786 -0.5279
H -2.3774 0.1080 0.9634
H -2.0634 1.7810 0.6037
H -3.4746 -1.3286 -0.8667
H -5.0040 -1.2446 -2.7785
H -5.3911 0.8811 -4.0020
H -4.2558 2.9427 -3.2376
H -2.7068 2.8527 -1.3485
H 0.0447 -0.5275 1.6692
H -0.6664 2.1144 1.9688
H 1.1242 2.2179 1.7672
H -0.3220 0.5841 3.9211
H 1.6928 0.7724 4.8037
H 2.3169 0.2428 1.6267
C -5.1702 4.4314 1.6564
Cl -5.6537 5.9998 1.0246
Cl -6.5486 3.6272 2.3970
Cl -4.5485 3.4262 0.3224
Cl -3.8852 4.6403 2.8560
C 4.5801 -4.7113 -1.6178
Cl 4.7845 -5.9607 -2.8418
Cl 2.8727 -4.6306 -1.1429
Cl 5.5600 -5.0905 -0.2036
Cl 5.0664 -3.1457 -2.2781
C -3.7626 -5.0557 2.5221
Cl -4.2304 -3.5023 1.8090
Cl -5.1748 -5.8224 3.2406
Cl -3.0964 -6.0981 1.2638
Cl -2.5418 -4.7811 3.7675
C 5.3111 -0.4951 5.0478
Cl 6.5213 0.7459 5.3530
Cl 4.9630 -0.5727 3.3124
Cl 5.9053 -2.0585 5.5972
Cl 3.8236 -0.0928 5.9250
C -3.6337 -8.2009 6.3290
Cl -3.3578 -9.4645 7.5267
Cl -2.8117 -6.7199 6.8363
Cl -2.9965 -8.7172 4.7636
Cl -5.3675 -7.8936 6.1867
```

---

No. 3
Below is a structure of composition C26H31BrN2O2Se2Ti, with properties calculated with ωB97M-V/def2-TZVPD.

The calculation puts the energy above the lowest of the compared OMol25 structures with the same formula, charge and spin at 0.6013 eV. As for the charge: +1. The expectation value of S² is 0.7538. As for the orbital gap (spin up / spin down): 7.59 / 7.71 eV. As for the multiplicity: 2.

Structure (XYZ):
```
65
C26H31BrN2O2Se2Ti | the Open Molecules 2025 dataset | ωB97M-V/def2-TZVPD
Ti 0.5671 -0.0356 -0.0141
C 4.6575 0.3463 0.9523
Se 3.3630 -0.1420 -0.4022
C 3.5555 1.4468 -1.5302
C 3.2912 2.7732 -0.8352
Se 1.9136 2.5451 0.5057
C 1.3432 4.3769 0.7395
H 5.5722 0.6250 0.4375
H 4.8369 -0.5397 1.5543
H 4.2873 1.1570 1.5730
H 2.8628 1.2763 -2.3508
H 4.5649 1.4128 -1.9306
H 2.9658 3.5217 -1.5541
H 4.1763 3.1430 -0.3260
H 1.0199 4.8151 -0.2018
H 2.1722 4.9310 1.1671
H 0.5172 4.3493 1.4445
C -0.2305 2.9514 -2.3101
C -0.3666 1.4486 -2.5185
C -1.7527 0.9326 -2.1943
C -2.6568 0.7105 -3.2148
C -3.9188 0.2004 -2.9381
C -4.2449 -0.1447 -1.6418
C -3.3554 0.0467 -0.5840
C -3.7436 -0.4978 0.7751
C -4.8635 0.2988 1.4507
C -2.1332 0.6609 -0.8718
N -1.1415 0.9208 0.1306
C -1.3820 1.3104 1.3582
C -0.3893 1.0646 2.3288
C -0.2731 1.3781 3.6876
C 0.8710 0.7345 4.1438
C 1.4110 0.0467 3.0471
N 0.6762 0.2334 1.9500
H 0.7719 3.3076 -2.5576
H -0.4580 3.2346 -1.2839
H -0.9393 3.4574 -2.9673
H 0.3801 0.8791 -1.9510
H -0.1202 1.1935 -3.5485
H -2.3696 0.9280 -4.2371
H -4.6280 0.0370 -3.7398
H -5.2039 -0.6105 -1.4365
H -2.8805 -0.5564 1.4337
H -4.0683 -1.5292 0.6308
H -4.5344 1.3068 1.7210
H -5.1998 -0.1992 2.3607
H -5.7252 0.4087 0.7901
H -2.3285 1.7745 1.6244
H -0.9500 1.9983 4.2586
H 1.2687 0.7444 5.1470
H 2.2961 -0.5713 3.0228
Br 2.8810 -6.6480 -1.9297
C 1.6791 -5.7377 -0.8001
C 1.0284 -6.4263 0.2115
C 0.1406 -5.7533 1.0453
C -0.0949 -4.3992 0.8705
C 0.5672 -3.7295 -0.1497
C 1.4551 -4.3893 -0.9920
C 0.3468 -2.2938 -0.3736
O 0.9747 -1.5937 -1.2310
O -0.4887 -1.6427 0.3485
H 1.2155 -7.4840 0.3466
H -0.3666 -6.2957 1.8322
H -0.7793 -3.8592 1.5103
H 1.9573 -3.8488 -1.7837
```

---

No. 4
Below is a structure of composition C26H31BrN6O5SSiV, with properties calculated with ωB97M-V/def2-TZVPD.

The calculation puts the energy above the lowest of the compared OMol25 structures with the same formula, charge and spin at 0.1026 eV. As for the charge: +2. The expectation value of S² is 0.7611. As for the orbital gap (spin up / spin down): 6.50 / 6.78 eV. As for the multiplicity: 2.

Structure (XYZ):
```
72
C26H31BrN6O5SSiV | the Open Molecules 2025 dataset | ωB97M-V/def2-TZVPD
V -0.3593 0.3155 -0.1775
O -1.3902 7.8677 -0.8816
N -0.5214 7.0748 -0.6176
O 0.6328 7.3391 -0.3509
C -0.9046 5.6410 -0.5820
C -2.2050 5.3758 -0.3603
C -2.6668 4.0237 -0.2560
C -4.0108 3.6568 -0.0560
C -4.3370 2.3249 0.0105
C -3.3268 1.3661 -0.1121
N -2.0585 1.6941 -0.2974
C -1.7318 3.0019 -0.3671
C -0.3507 3.2946 -0.6080
N 0.4565 2.2072 -0.7466
C 1.7238 2.4075 -1.0970
C 2.2390 3.6831 -1.3074
C 1.4436 4.7868 -1.1236
C 0.0914 4.6102 -0.7553
H -2.8999 6.1993 -0.2603
H -4.7716 4.4216 0.0379
H -5.3589 2.0035 0.1514
H -3.5533 0.3083 -0.0635
H 2.3439 1.5327 -1.2172
H 3.2714 3.7917 -1.6072
H 1.8435 5.7783 -1.2661
C 0.7340 -3.9385 -1.1116
N -0.3578 -3.0019 -1.4155
C -1.4917 -3.0873 -0.4956
C -0.2505 -2.0556 -2.3426
S -1.1612 -0.5473 -2.1534
N 0.4453 -2.2338 -3.4529
C 0.7391 -3.5631 -4.0019
C 0.9542 -1.1335 -4.2746
H 0.9067 -3.9003 -0.0351
H 1.6465 -3.6347 -1.6137
H 0.4717 -4.9602 -1.3822
H -1.7187 -4.1411 -0.3425
H -2.3663 -2.5999 -0.9143
H -1.2419 -2.6401 0.4694
H 0.0471 -4.2966 -3.6014
H 1.7656 -3.8657 -3.8013
H 0.6012 -3.5055 -5.0801
H 0.8682 -0.1919 -3.7480
H 0.4039 -1.0848 -5.2141
H 2.0055 -1.3251 -4.4793
Br 6.1750 -3.9280 2.0799
C 4.7044 -2.7645 2.0497
C 4.2262 -2.2200 3.2417
N 3.1907 -1.3860 3.2897
C 2.5999 -1.0636 2.1469
C 3.0006 -1.5663 0.9151
C 4.0812 -2.4403 0.8652
C 2.2911 -1.2144 -0.3343
O 2.5286 -1.6928 -1.4103
O 1.3061 -0.2828 -0.1779
H 4.7012 -2.4698 4.1825
H 1.7682 -0.3723 2.2136
H 4.4147 -2.8475 -0.0801
C -0.7295 0.2942 4.0010
Si -1.4504 -0.9290 2.8087
C -3.3061 -0.9590 2.8164
C -0.6776 -2.6179 2.9130
O -1.0416 -0.3379 1.2256
H -1.0917 0.0690 5.0079
H -1.0377 1.3157 3.7670
H 0.3612 0.2527 4.0381
H -3.6587 -1.4443 3.7305
H -3.7062 -1.5288 1.9741
H -3.7308 0.0472 2.7969
H -0.3702 -2.8262 3.9404
H 0.2191 -2.6800 2.2926
H -1.3679 -3.4067 2.6075
```

---

No. 5
Below is a structure of composition C26H31CoN2O8, with properties calculated with ωB97M-V/def2-TZVPD.

The calculation puts the energy above the lowest of the compared OMol25 structures with the same formula, charge and spin at 0.0000 eV. The expectation value of S² is 6.0351. As for the orbital gap (spin up / spin down): 6.98 / 7.22 eV. As for the multiplicity: 5.

Structure (XYZ):
```
68
C26H31CoN2O8 | the Open Molecules 2025 dataset | ωB97M-V/def2-TZVPD
O -1.8061 0.2134 -3.0566
C -0.3759 0.2056 -2.6561
C -0.1321 1.6206 -3.2358
H 0.1734 -0.5813 -3.1922
H -0.2877 0.0728 -1.5593
C -1.6903 1.6527 -3.2718
H 0.3265 1.5615 -4.2355
H 0.4071 2.2834 -2.5432
C -2.3804 1.9820 -4.5601
H -1.9886 1.3707 -5.3770
H -2.2534 3.0497 -4.7791
H -3.4385 1.7445 -4.4049
C -2.1777 2.5549 -2.1413
H -1.4261 2.5943 -1.3331
H -3.1697 2.2505 -1.7698
H -2.2509 3.5829 -2.5305
Co 0.3208 0.4558 1.4625
C 0.9927 2.3305 2.4396
C 2.3297 1.8376 2.4851
C 2.7117 1.4614 1.1835
H 2.9457 1.8159 3.3873
C 1.6257 1.7354 0.2819
C 0.5753 2.3787 1.0511
H -0.2633 2.9538 0.6543
H 0.4347 2.7569 3.2637
H 3.6672 1.0348 0.8872
H 1.6250 1.6363 -0.8031
C -1.6976 -0.3826 2.8018
C -1.6904 0.8854 2.1226
C -1.8809 0.6007 0.7142
H -1.7398 1.8619 2.6005
C -1.9823 -0.8044 0.5487
C -1.8385 -1.4009 1.8260
H -1.8892 -2.4665 2.0308
H -1.7185 -0.4939 3.8815
H -2.1252 1.3491 -0.0301
H -2.1871 -1.3255 -0.3915
O 0.3048 -0.8345 -5.0373
C -0.2518 -0.2611 -6.2450
C 0.2983 -0.9807 -7.4867
H 0.0751 0.7921 -6.2868
H -1.3550 -0.3014 -6.1658
C 1.2493 -2.0635 -6.9220
H 0.8221 -0.2529 -8.1182
H -0.5286 -1.4054 -8.0633
C 1.0872 -1.9889 -5.3937
H 2.2861 -1.8471 -7.1966
H 0.9717 -3.0634 -7.2691
H 2.0238 -1.8840 -4.8354
H 0.5688 -2.8992 -5.0501
O 0.6127 -3.2130 2.4921
C 0.9281 -2.0564 2.8070
O 1.2021 -1.0931 1.9588
C 0.9827 -1.7243 4.2947
C 0.7984 -0.4372 4.8243
C 0.7220 -0.2264 6.2181
C 0.9369 -1.2768 7.1140
C 1.1959 -2.5534 6.5931
C 1.1844 -2.7836 5.2013
N 1.4970 -3.6369 7.4835
O 1.5120 -3.4014 8.7111
O 1.7351 -4.7605 6.9920
N 0.2939 1.0630 6.6903
O 0.0515 1.9587 5.8451
O 0.1697 1.2285 7.9209
H 0.6658 0.4263 4.1732
H 0.8926 -1.1117 8.1858
H 1.3219 -3.7901 4.8134
```

---

No. 6
Below is a structure of composition C26H31GaN4O9P, with properties calculated with ωB97M-V/def2-TZVPD.

As for the charge: -1. As for the orbital gap: 3.74 eV. As for the multiplicity: 1.

Structure (XYZ):
```
72
C26H31GaN4O9P | the Open Molecules 2025 dataset | ωB97M-V/def2-TZVPD
C 2.7461 0.1591 -2.6694
C 1.7246 0.2387 -1.3907
O 1.9861 1.1934 -0.4557
N 0.5443 -0.6628 -1.1117
C 0.9155 -1.9031 -0.3299
C 0.4786 -1.9072 1.2812
O 1.5167 -2.9998 -0.8271
Ga -0.5123 -1.0528 -2.6901
N -0.6945 0.4131 -3.9474
C -2.4364 -1.5450 -1.9805
C -3.6253 -0.9248 -2.9240
O -3.5051 -0.8797 -4.2661
N -4.9188 -0.3356 -2.3455
C -4.6030 0.7197 -1.3063
C -5.6327 -1.5367 -1.7473
P 0.2042 -2.9497 -3.8945
N -1.0854 -3.3818 -4.8302
H 3.5179 -0.7179 -2.5922
H 3.3861 1.1671 -2.6547
H 2.2309 0.1227 -3.7193
H -0.6967 -1.8361 1.2840
H 0.9148 -0.8925 1.7188
H 0.9079 -2.8658 1.7987
H -1.2848 1.1844 -3.5660
H 0.2241 0.7462 -4.3143
H -2.4479 -2.7290 -1.9350
H -2.5016 -1.0727 -0.9112
H -4.3093 0.2317 -0.2606
H -3.7174 1.4200 -1.6869
H -5.5359 1.3971 -1.1056
H -5.3654 -1.7274 -0.6092
H -5.3103 -2.4975 -2.3423
H -6.8135 -1.4213 -1.8038
H 1.3679 -2.6814 -4.7337
H 0.4271 -4.0577 -2.9895
H -0.8107 -3.3694 -5.8367
C -3.1378 -0.6930 4.3785
C -3.2422 -1.4486 3.2811
C -4.4263 -1.3653 2.4035
O -4.5237 -2.0580 1.3999
C -5.4892 -0.4140 2.7845
C -5.3847 0.3417 3.8820
C -4.2006 0.2583 4.7596
O -4.1033 0.9510 5.7632
H -2.2764 -0.7423 5.0334
H -2.4709 -2.1506 2.9876
H -6.3505 -0.3647 2.1296
H -6.1560 1.0436 4.1754
C 1.2727 3.7497 2.4263
C 1.7326 4.1192 1.2270
C 1.8795 5.5437 0.8686
O 2.2984 5.8829 -0.2296
C 1.5003 6.5434 1.8867
C 1.0405 6.1738 3.0860
C 0.8936 4.7493 3.4445
O 0.4746 4.4102 4.5427
H 1.1582 2.7093 2.7050
H 2.0156 3.3980 0.4696
H 1.6149 7.5838 1.6080
H 0.7575 6.8950 3.8434
C 7.5016 -1.2706 -0.7369
C 7.8169 -2.0255 0.3200
C 6.8250 -2.3233 1.3720
O 7.1133 -3.0125 2.3407
C 5.4714 -1.7563 1.2100
C 5.1561 -1.0015 0.1530
C 6.1480 -0.7037 -0.8989
O 5.8597 -0.0145 -1.8676
H 8.2174 -1.0420 -1.5170
H 8.8052 -2.4492 0.4529
H 4.7556 -1.9850 1.9901
H 4.1679 -0.5777 0.0202
```

---

No. 7
Below is a structure of composition C26H31N3Na, with properties calculated with ωB97M-V/def2-TZVPD.

As for the charge: -1. As for the orbital gap (spin up / spin down): 3.59 / 4.20 eV. As for the multiplicity: 1.

Structure (XYZ):
```
61
C26H31N3Na | the Open Molecules 2025 dataset | ωB97M-V/def2-TZVPD
Na -1.4730 -2.6398 -2.5452
C -0.6521 0.2206 4.2321
C -0.8179 -1.2703 3.9462
C -2.0545 -1.7683 4.7060
C 0.4214 -2.0032 4.4773
C -0.9817 -1.5701 2.4561
C -1.1580 -2.9101 2.0336
C -1.3161 -3.1380 0.6771
N -1.3079 -2.2146 -0.2712
C -1.1337 -0.9059 0.1086
C -0.9733 -0.5941 1.4989
C -1.1106 0.0932 -0.9033
C -0.9430 1.4839 -0.5995
C -0.9223 2.4360 -1.5790
C -1.0671 2.0048 -2.9207
C -1.2190 0.6480 -3.1432
N -1.2473 -0.2972 -2.2154
C -0.7551 3.9265 -1.2854
C 0.5033 4.4465 -1.9935
C -0.6206 4.2203 0.2071
C -1.9755 4.6906 -1.8160
H -0.5414 0.3808 5.3077
H -1.5196 0.7912 3.8949
H 0.2320 0.6295 3.7385
H -1.9481 -1.5666 5.7760
H -2.2006 -2.8406 4.5732
H -2.9553 -1.2673 4.3464
H 0.5458 -1.8179 5.5485
H 1.3215 -1.6610 3.9614
H 0.3414 -3.0799 4.3242
H -1.1926 -3.7383 2.7281
H -1.4853 -4.1567 0.3318
H -0.8462 0.4350 1.7933
H -0.8350 1.7830 0.4305
H -1.0733 2.6928 -3.7549
H -1.3447 0.2985 -4.1669
H 1.3927 3.9265 -1.6309
H 0.6296 5.5176 -1.8092
H 0.4456 4.2900 -3.0711
H 0.2507 3.7228 0.6381
H -1.5032 3.8928 0.7601
H -0.5055 5.2960 0.3636
H -2.0992 4.5495 -2.8901
H -1.8656 5.7616 -1.6215
H -2.8896 4.3421 -1.3315
N 0.8334 -3.2083 -2.8803
C 1.8916 -2.8607 -2.6090
C 3.1958 -2.3160 -2.2492
C 4.2041 -2.2519 -3.2012
C 5.4282 -1.7056 -2.8371
C 5.6143 -1.2392 -1.5430
C 4.5986 -1.3079 -0.6006
C 3.3691 -1.8528 -0.9509
H 4.0322 -2.6150 -4.2044
H 6.2265 -1.6419 -3.5638
H 6.5691 -0.8094 -1.2652
H 4.7521 -0.9348 0.4025
H 2.5550 -1.9042 -0.2405
C -3.8819 -2.9456 -2.6881
H -4.4168 -2.0119 -2.9505
H -4.5215 -3.4353 -1.9297
```